1.
DFT (the ωB97M-V functional and the def2-TZVPD basis) results for a cluster of 8 separate species, C32H68N9O7 in total at a distorted geometry.

Last column: Mulliken charge in e.
CARTESIAN COORDINATES (ANGSTROEM)
C (-2.660, 1.571, -4.762)  -0.7597
C (-3.496, 0.227, -4.437)  -0.4265
C (-2.602, -0.988, -3.872)  -0.8048
C (-1.721, -0.629, -2.584)  -0.1372
N (-2.499, -0.619, -1.286)  -0.2963
C (-1.454, -0.739, -0.231)  0.1244
C (-1.413, -1.859, 0.843)  -0.3821
C (-0.206, -1.858, 1.854)  -0.7277
C (0.884, -0.731, 1.727)  -0.0746
N (0.786, 0.313, 0.741)  0.2898
C (1.785, 1.445, 0.600)  -0.5662
C (2.699, 1.139, -0.717)  -0.7816
C (-0.310, 0.326, -0.194)  -0.2063
H (-2.853, 1.969, -5.840)  0.1622
H (-1.524, 1.464, -4.602)  0.2613
H (-3.001, 2.410, -4.042)  0.2525
H (-4.355, 0.496, -3.712)  0.2756
H (-3.916, -0.137, -5.452)  0.3328
H (-1.854, -1.248, -4.719)  0.2933
H (-3.273, -1.905, -3.759)  0.3227
H (-1.183, 0.366, -2.798)  -0.0746
H (-0.891, -1.428, -2.446)  0.3409
H (-3.069, -1.474, -1.177)  0.3966
H (-2.236, -2.672, 0.905)  0.3362
H (-0.086, -2.653, 2.678)  0.5010
H (1.792, -0.730, 2.435)  0.3983
H (1.138, 2.382, 0.414)  0.3070
H (2.425, 1.563, 1.543)  0.3527
H (3.823, 1.073, -0.462)  0.1889
H (2.599, 1.943, -1.524)  0.2982
H (2.317, 0.147, -1.164)  0.3212
H (-0.374, 1.160, -0.977)  0.3817
C (-5.210, 0.800, 5.172)  -1.0286
C (-5.149, -0.598, 4.621)  0.5006
O (-6.051, -1.405, 4.789)  -0.6588
N (-4.040, -0.959, 3.912)  -0.0853
C (-2.875, -0.160, 3.605)  -0.4663
H (-6.149, 0.936, 5.710)  0.3784
H (-4.385, 0.965, 5.869)  0.2599
H (-5.169, 1.527, 4.357)  0.3895
H (-4.073, -1.911, 3.575)  0.1508
H (-2.776, -0.104, 2.519)  0.1036
H (-1.998, -0.663, 4.020)  0.1573
H (-2.944, 0.846, 4.015)  0.3392
C (-2.079, -6.362, 0.635)  -1.2735
C (-3.339, -5.630, 0.262)  0.7551
O (-3.739, -4.654, 0.891)  -0.6858
N (-4.044, -6.078, -0.810)  -0.1615
C (-3.745, -7.201, -1.674)  -0.8279
H (-1.630, -5.887, 1.508)  0.2284
H (-2.308, -7.400, 0.886)  0.4434
H (-1.362, -6.321, -0.188)  0.3795
H (-4.876, -5.536, -0.997)  0.2496
H (-3.645, -6.829, -2.696)  0.2759
H (-4.583, -7.900, -1.630)  0.2944
H (-2.831, -7.713, -1.384)  0.3285
C (-2.920, 5.307, -8.002)  -1.3498
C (-2.000, 4.434, -7.194)  0.8594
O (-1.904, 3.229, -7.393)  -0.6761
N (-1.259, 5.020, -6.214)  -0.1315
C (-1.229, 6.413, -5.825)  -0.8581
H (-3.440, 4.698, -8.742)  0.3078
H (-3.664, 5.773, -7.352)  0.3548
H (-2.345, 6.073, -8.529)  0.3724
H (-0.667, 4.369, -5.716)  0.2211
H (-0.206, 6.779, -5.940)  0.2966
H (-1.515, 6.482, -4.773)  0.2819
H (-1.901, 7.024, -6.424)  0.3294
C (-2.602, 4.198, 8.598)  -1.3769
C (-3.526, 3.293, 7.831)  0.8979
O (-3.258, 2.117, 7.616)  -0.6465
N (-4.695, 3.817, 7.368)  -0.0635
C (-5.192, 5.168, 7.515)  -0.8754
H (-1.716, 3.638, 8.900)  0.2956
H (-2.285, 5.033, 7.970)  0.3580
H (-3.099, 4.568, 9.498)  0.3747
H (-5.261, 3.149, 6.864)  0.1213
H (-6.151, 5.126, 8.035)  0.2945
H (-5.344, 5.587, 6.518)  0.2903
H (-4.505, 5.802, 8.073)  0.3395
C (5.101, 4.571, 0.929)  -1.2073
C (5.928, 4.138, -0.251)  0.8063
O (5.603, 4.395, -1.403)  -0.6612
N (7.070, 3.438, -0.011)  -0.1655
C (7.625, 3.036, 1.264)  -0.8130
H (4.225, 5.117, 0.578)  0.2766
H (4.762, 3.697, 1.490)  0.2837
H (5.685, 5.233, 1.573)  0.4012
H (7.569, 3.184, -0.853)  0.2205
H (8.623, 3.470, 1.356)  0.2955
H (7.707, 1.947, 1.274)  0.2582
H (7.011, 3.360, 2.102)  0.3209
C (5.483, -2.342, -1.231)  -0.7800
C (6.639, -1.736, -1.980)  0.6290
O (7.776, -1.732, -1.529)  -0.6636
N (6.390, -1.178, -3.197)  -0.1542
C (5.127, -1.081, -3.898)  -0.7617
H (5.838, -2.745, -0.282)  0.3052
H (4.729, -1.579, -1.023)  0.0206
H (5.046, -3.158, -1.811)  0.3411
H (7.214, -0.792, -3.636)  0.2291
H (5.229, -1.591, -4.858)  0.2830
H (4.913, -0.025, -4.075)  0.2706
H (4.309, -1.527, -3.336)  0.2726
C (1.924, -4.677, 1.112)  -0.9741
C (2.747, -5.105, -0.072)  0.6633
O (2.413, -4.850, -1.223)  -0.6958
N (3.894, -5.797, 0.163)  -0.1280
C (4.458, -6.195, 1.436)  -0.8601
H (1.043, -4.137, 0.763)  0.0385
H (1.592, -5.551, 1.677)  0.4188
H (2.507, -4.010, 1.752)  0.3996
H (4.390, -6.048, -0.681)  0.2534
H (5.453, -5.754, 1.523)  0.2911
H (4.547, -7.283, 1.446)  0.3000
H (3.845, -5.875, 2.277)  0.3223

Output
strongest force on any atom = 0.0836 Eh/bohr
HOMO energy = -10.91 eV
2S+1 = 1
total charge = +1

=====

2.
DFT (the ωB97M-V functional and the def2-TZVPD basis) results for a structure of composition C6H8NO4S2 at a distorted geometry.

Last column: Mulliken charge in e.
CARTESIAN COORDINATES (ANGSTROEM)
C (0.752, -1.041, -1.483)  -0.3489
C (0.857, 0.261, -1.435)  -0.7186
C (0.365, -2.872, 0.318)  0.5731
C (-0.254, -1.796, -0.750)  0.1927
C (-0.516, 1.062, -0.313)  0.3071
C (-1.297, 2.332, -0.794)  -1.5815
N (0.320, -0.108, 2.074)  -0.4899
O (-0.135, -2.727, 1.461)  -0.7697
O (1.201, -3.602, -0.174)  -0.6801
O (1.649, 1.792, 1.407)  -0.7181
O (-0.578, 2.279, 2.070)  -0.6855
S (-1.471, -0.494, -0.122)  -0.2403
S (0.271, 1.351, 1.383)  1.2352
H (1.591, -1.584, -1.999)  0.2829
H (1.668, 0.905, -1.686)  0.4167
H (-0.979, -2.481, -1.272)  0.3466
H (-2.117, 2.522, -0.095)  0.3604
H (-1.676, 2.348, -1.741)  0.4839
H (-0.645, 3.146, -0.705)  0.4301
H (-0.254, -0.907, 1.698)  0.2824
H (1.249, -0.386, 2.159)  0.3216

Output
strongest force on any atom = 0.0913 Eh/bohr
HOMO energy = -4.98 eV
2S+1 = 1
total charge = -1
energy relative to the best compared isomer or geometry (same formula, charge and spin) = 1.2409 eV

=====

3.
DFT (the ωB97M-V functional and the def2-TZVPD basis) results for a structure of composition C65H56FInN10O3S5.

Last column: Mulliken charge in e.
CARTESIAN COORDINATES (ANGSTROEM)
In (0.442, -1.426, 0.315)  2.2605
C (2.992, -0.684, 7.778)  -1.3924
C (1.892, 0.221, 7.240)  -0.3030
C (0.728, 0.415, 8.199)  -1.0580
C (-0.012, -0.897, 8.417)  -1.1702
C (-0.428, -1.487, 7.096)  0.5154
C (-1.517, -2.321, 6.997)  -0.6664
C (-1.887, -2.859, 5.766)  -0.1962
F (-2.965, -3.657, 5.722)  -0.3590
C (-1.198, -2.593, 4.621)  -0.6094
C (-0.089, -1.740, 4.692)  0.7102
C (0.650, -1.439, 3.473)  0.4763
O (0.330, -2.045, 2.415)  -0.7595
C (1.700, -0.497, 3.586)  -0.5325
C (2.026, -0.013, 4.830)  -0.2152
N (1.382, -0.317, 5.954)  0.2795
C (0.290, -1.182, 5.919)  -0.4587
C (2.541, -0.045, 2.431)  0.8906
O (3.623, 0.494, 2.659)  -0.8209
O (2.084, -0.234, 1.248)  -0.6607
H (3.336, -0.320, 8.745)  0.4041
H (3.844, -0.701, 7.098)  0.4008
H (2.640, -1.709, 7.899)  0.3651
H (2.315, 1.198, 7.000)  0.4770
H (0.043, 1.159, 7.786)  0.3635
H (1.110, 0.807, 9.141)  0.4336
H (-0.890, -0.746, 9.044)  0.4937
H (0.630, -1.605, 8.947)  0.3725
H (-2.099, -2.566, 7.876)  0.5487
H (-1.491, -3.010, 3.668)  0.7474
H (2.873, 0.656, 4.919)  0.7485
N (-0.449, 0.556, 0.183)  -0.1236
S (-0.193, 1.938, -0.185)  1.4746
N (0.421, 2.291, -1.677)  0.1242
S (-0.303, 1.916, -2.988)  0.5958
N (-0.836, 0.493, -3.253)  -0.1268
S (0.007, -0.907, -3.009)  1.3633
N (-0.173, -1.630, -1.756)  -0.4137
C (-0.606, -1.855, -4.380)  -0.2154
C (-1.382, -1.321, -5.396)  0.1669
C (-1.840, -2.161, -6.402)  -1.0105
C (-1.511, -3.509, -6.387)  -0.6282
C (-0.728, -4.029, -5.364)  -0.7310
C (-0.275, -3.205, -4.348)  -0.6286
C (1.673, -0.459, -3.480)  0.4414
C (2.501, 0.059, -2.492)  0.7754
C (3.801, 0.408, -2.819)  -0.5209
C (4.268, 0.229, -4.113)  -1.1373
C (3.435, -0.295, -5.092)  -1.0178
C (2.130, -0.645, -4.780)  -0.2239
C (0.838, 2.465, -4.234)  0.8236
C (2.022, 3.101, -3.906)  -0.2067
C (2.840, 3.546, -4.936)  -0.8487
C (2.468, 3.348, -6.257)  -0.7049
C (1.275, 2.703, -6.567)  -0.8282
C (0.450, 2.254, -5.553)  -0.7398
C (-1.737, 2.908, -3.304)  0.7057
C (-1.626, 4.265, -3.026)  -0.6810
C (-2.713, 5.081, -3.286)  -0.9298
C (-3.877, 4.540, -3.822)  -0.6054
C (-3.965, 3.183, -4.095)  -0.9958
C (-2.889, 2.348, -3.831)  0.0988
C (0.974, 2.854, 0.790)  0.6133
C (0.867, 2.624, 2.155)  -0.6011
C (1.685, 3.329, 3.019)  -0.7049
C (2.598, 4.247, 2.520)  -0.8975
C (2.696, 4.467, 1.154)  -0.8734
C (1.876, 3.774, 0.275)  -0.5892
C (-1.677, 2.923, -0.100)  0.4783
C (-2.831, 2.308, -0.570)  -0.5289
C (-4.027, 3.006, -0.529)  -0.8987
C (-4.067, 4.292, -0.005)  -0.9487
C (-2.909, 4.893, 0.467)  -1.0723
C (-1.700, 4.212, 0.418)  -0.5643
H (-1.626, -0.270, -5.398)  0.2869
H (-2.454, -1.762, -7.198)  0.4807
H (-1.867, -4.158, -7.175)  0.4321
H (-0.473, -5.080, -5.357)  0.4624
H (0.322, -3.593, -3.533)  0.5318
H (2.141, 0.199, -1.480)  -0.4736
H (4.450, 0.813, -2.054)  0.6197
H (5.287, 0.495, -4.361)  0.4776
H (3.799, -0.432, -6.101)  0.4837
H (1.482, -1.048, -5.545)  0.5411
H (2.295, 3.238, -2.871)  0.2860
H (3.770, 4.046, -4.703)  0.5154
H (3.110, 3.699, -7.054)  0.4314
H (0.988, 2.555, -7.599)  0.4962
H (-0.486, 1.760, -5.779)  0.2516
H (-0.713, 4.670, -2.608)  0.3837
H (-2.651, 6.140, -3.074)  0.4859
H (-4.721, 5.185, -4.025)  0.4620
H (-4.875, 2.770, -4.507)  0.4997
H (-2.943, 1.285, -4.010)  0.4676
H (0.155, 1.895, 2.521)  0.7101
H (1.614, 3.158, 4.085)  0.5425
H (3.237, 4.795, 3.200)  0.4317
H (3.410, 5.183, 0.771)  0.4769
H (1.934, 3.943, -0.789)  0.3470
H (-2.784, 1.296, -0.951)  0.7383
H (-4.931, 2.541, -0.902)  0.6517
H (-5.007, 4.827, 0.038)  0.4793
H (-2.943, 5.892, 0.878)  0.4823
H (-0.796, 4.687, 0.773)  0.6081
N (-3.837, -3.145, 0.209)  0.1261
C (-4.901, -2.255, 0.481)  -0.1820
C (-6.203, -2.649, 0.237)  -0.7856
C (-7.258, -1.784, 0.504)  -0.6119
C (-7.004, -0.527, 1.024)  -0.8868
C (-5.693, -0.136, 1.274)  -0.8151
C (-4.643, -0.997, 1.005)  0.8987
S (-2.993, -0.458, 1.337)  0.0020
N (-2.037, -1.784, 0.880)  0.0427
C (-2.522, -2.885, 0.455)  0.7099
C (-1.580, -4.042, 0.313)  0.3952
C (-2.056, -5.345, 0.291)  -1.1107
C (-1.157, -6.400, 0.274)  -0.8101
C (0.191, -6.117, 0.316)  -1.1149
C (0.586, -4.789, 0.358)  -0.5246
N (-0.269, -3.767, 0.334)  0.7368
H (-4.078, -4.001, -0.255)  0.2487
H (-6.399, -3.639, -0.160)  0.4501
H (-8.273, -2.104, 0.316)  0.4131
H (-7.818, 0.151, 1.238)  0.4271
H (-5.486, 0.842, 1.691)  0.4978
H (-3.112, -5.557, 0.343)  0.5119
H (-1.515, -7.421, 0.259)  0.4800
H (0.934, -6.901, 0.328)  0.5181
H (1.631, -4.532, 0.422)  0.6141
S (2.701, -2.589, -0.726)  -0.4594
C (4.237, -2.015, -0.263)  0.2242
N (4.556, -0.838, 0.255)  0.7353
C (5.971, -0.767, 0.619)  -0.5620
C (6.557, -2.026, -0.053)  -0.5995
N (5.345, -2.741, -0.451)  -0.1495
H (3.856, -0.251, 0.700)  -0.4635
H (6.078, -0.777, 1.704)  0.2300
H (6.419, 0.149, 0.239)  0.3931
H (7.150, -2.624, 0.636)  0.3505
H (7.170, -1.784, -0.921)  0.2920
H (5.324, -3.626, -0.925)  0.2393

Output
strongest force on any atom = 0.0069 Eh/bohr
HOMO energy = -11.02 eV
2S+1 = 1
total charge = +2
energy relative to the best compared isomer or geometry (same formula, charge and spin) = 0.0000 eV